(1)
Formula: C9H12O4ReSe
Source: the OMol25 dataset
Level of theory: the ωB97M-V functional and the def2-TZVPD basis

The calculation puts the LUMO energy (spin up / spin down) at -9.10 / -11.06 eV. The energy above the lowest of the compared OMol25 structures with the same formula, charge and spin is 15.3 kJ/mol. The calculation puts the total energy at -85171.0985 eV. The calculation puts the maximum force at 1.09 eV/Å. Its expectation value of S² is 3.770. As for the spin multiplicity: 4. Its total charge is +2. The HOMO-LUMO gap (spin up / spin down) comes out at 9.69 / 8.43 eV.

```
27
Properties=species:S:1:pos:R:3:nbo_charge:R:1
Re -0.27 0.40 1.30 1.75
C 1.74 -0.08 4.08 -0.66
C 1.49 0.71 2.83 0.08
C 0.68 1.87 2.82 -0.26
C 0.54 2.67 1.66 0.09
C -0.26 3.94 1.70 -0.67
C 1.11 2.22 0.47 -0.27
C 1.93 1.07 0.41 0.14
C 2.60 0.64 -0.85 -0.67
C 2.02 0.28 1.58 -0.32
H 1.55 -1.14 3.93 0.27
H 1.13 0.28 4.91 0.26
H 2.79 0.03 4.34 0.29
H 0.21 2.18 3.74 0.29
H -0.99 3.97 0.89 0.28
H 0.43 4.77 1.53 0.29
H -0.76 4.09 2.65 0.27
H 0.98 2.80 -0.44 0.30
H 2.13 -0.27 -1.24 0.28
H 3.64 0.39 -0.64 0.29
H 2.55 1.41 -1.61 0.27
H 2.59 -0.64 1.56 0.30
O -3.67 -1.38 0.01 -0.71
Se -2.36 -0.65 0.48 2.60
O -1.34 -1.17 1.82 -0.81
O -0.92 -0.43 -0.45 -0.85
O -2.23 0.95 1.07 -0.85
```

=====

(2)
Formula: C9H12OSe
Source: the OMol25 dataset
Level of theory: the ωB97M-V functional and the def2-TZVPD basis

The calculation puts the LUMO energy at 0.69 eV. The SMILES is CC[C@@](O)([SeH])c1ccccc1. The energy above the lowest of the compared OMol25 structures with the same formula, charge and spin is 132.8 kJ/mol. The calculation puts the total energy at -76918.6090 eV. The calculation puts the maximum force at 5.50 eV/Å. As for the spin multiplicity: 1. The HOMO-LUMO gap comes out at 9.41 eV.

```
23
Properties=species:S:1:pos:R:3:nbo_charge:R:1
C 0.20 2.07 -0.74 -0.62
C -1.18 1.32 -0.61 -0.48
C -1.17 0.13 0.30 0.20
O -1.51 0.60 1.89 -0.78
Se -2.83 -0.94 -0.01 0.09
C -0.05 -0.83 0.24 -0.15
C 0.47 -1.31 -1.00 -0.19
C 1.41 -2.34 -1.01 -0.23
C 1.92 -2.76 0.23 -0.20
C 1.49 -2.23 1.46 -0.19
C 0.55 -1.26 1.40 -0.19
H 0.28 2.34 0.33 0.21
H -0.11 3.00 -1.35 0.22
H 0.89 1.39 -1.24 0.23
H -2.12 1.90 -0.23 0.24
H -1.30 0.92 -1.57 0.22
H -0.90 1.32 2.08 0.45
H -1.98 -2.12 0.26 0.09
H -0.11 -0.82 -1.89 0.22
H 1.55 -2.89 -1.91 0.22
H 2.57 -3.61 0.36 0.21
H 1.77 -2.60 2.34 0.20
H 0.44 -0.87 2.39 0.23
```

=====

(3)
Formula: C9H12S
Source: the OMol25 dataset
Level of theory: the ωB97M-V functional and the def2-TZVPD basis

The calculation puts the LUMO energy at -1.46 eV. The SMILES is C=C1C=C(C=S)[C@@H]1C(C)C. The energy above the lowest of the compared OMol25 structures with the same formula, charge and spin is 189.7 kJ/mol. The calculation puts the total energy at -20358.6799 eV. The calculation puts the maximum force at 4.19 eV/Å. As for the spin multiplicity: 1. The HOMO-LUMO gap comes out at 7.12 eV.

```
22
Properties=species:S:1:pos:R:3:nbo_charge:R:1
C -2.86 0.70 0.40 -0.36
C -1.86 0.05 -0.24 -0.01
C -1.63 -1.22 -0.92 -0.12
C -0.32 -0.95 -1.26 -0.07
C 0.75 -1.59 -1.91 -0.29
S 0.48 -3.10 -2.59 0.03
C -0.42 0.44 -0.45 -0.25
C 0.50 0.67 0.75 -0.26
C 1.00 -0.57 1.38 -0.62
C 1.70 1.48 0.39 -0.61
H -3.74 0.26 0.65 0.20
H -2.78 1.75 0.56 0.20
H -2.27 -1.97 -1.37 0.22
H 1.85 -1.15 -1.91 0.23
H -0.17 1.29 -1.16 0.22
H 0.02 1.21 1.61 0.21
H 1.82 -1.14 0.92 0.22
H 0.11 -1.08 1.88 0.23
H 1.58 -0.19 2.33 0.20
H 2.20 1.52 1.39 0.21
H 1.65 2.56 -0.08 0.22
H 2.39 1.03 -0.38 0.20
```

=====

(4)
Formula: C9H12S2Si
Source: the OMol25 dataset
Level of theory: the ωB97M-V functional and the def2-TZVPD basis

The calculation puts the LUMO energy at -0.36 eV. The energy above the lowest of the compared OMol25 structures with the same formula, charge and spin is 49.2 kJ/mol. The calculation puts the total energy at -39072.0865 eV. The calculation puts the maximum force at 4.27 eV/Å. As for the spin multiplicity: 1. The HOMO-LUMO gap comes out at 8.15 eV.

```
24
Properties=species:S:1:pos:R:3:nbo_charge:R:1
C 3.61 0.46 -4.48 -0.21
C 3.61 -0.56 -3.60 -0.22
C 2.43 1.30 -4.49 -0.21
C 2.60 -0.66 -2.59 -0.20
C 1.47 1.10 -3.57 -0.22
C 1.57 0.22 -2.54 -0.22
C -2.55 0.89 4.73 -0.29
C -3.55 -0.98 4.29 -0.46
C -2.94 -0.23 5.40 -0.22
Si -1.25 -0.31 1.48 1.01
S -3.54 0.62 3.23 0.15
S -1.66 -2.26 1.73 -0.70
H 4.24 0.34 -5.45 0.22
H 4.16 -1.48 -3.63 0.21
H 2.28 1.90 -5.48 0.22
H 2.78 -1.51 -1.90 0.21
H 0.60 1.67 -3.55 0.20
H -2.06 1.83 4.78 0.23
H 0.79 0.32 -1.79 0.21
H -2.89 -1.57 3.69 0.27
H -4.53 -1.45 4.30 0.23
H -2.85 -0.59 6.35 0.22
H -0.52 0.34 2.51 -0.20
H -1.80 0.58 0.58 -0.21
```

=====

(5)
Formula: C9H12S4
Source: the OMol25 dataset
Level of theory: the ωB97M-V functional and the def2-TZVPD basis

The calculation puts the LUMO energy at 0.60 eV. The calculation puts the total energy at -52864.8054 eV. The calculation puts the maximum force at 4.75 eV/Å. As for the spin multiplicity: 1. The HOMO-LUMO gap comes out at 9.17 eV.

```
25
Properties=species:S:1:pos:R:3:nbo_charge:R:1
C 1.42 3.81 -0.08 -0.36
C 2.23 -3.14 0.98 -0.35
C -1.44 -1.28 -2.01 -0.36
C 1.06 2.91 0.85 -0.21
C 1.25 -2.38 1.39 -0.23
C -1.70 -0.07 -1.50 -0.26
C 0.41 1.64 0.46 -0.54
C 0.62 -1.28 0.56 -0.52
C -1.87 0.11 -0.08 -0.46
S 1.31 0.28 1.34 0.20
S -1.38 1.74 0.62 0.29
S -1.18 -1.33 0.83 0.26
S -3.63 0.15 0.32 0.06
H 1.54 4.90 0.22 0.21
H 1.11 3.65 -1.12 0.20
H 2.65 -4.01 1.51 0.21
H 2.66 -3.08 -0.08 0.19
H -1.27 -1.26 -3.04 0.20
H -1.14 -2.01 -1.40 0.20
H 1.02 3.07 1.87 0.21
H 0.79 -2.66 2.30 0.22
H -2.07 0.75 -2.16 0.23
H 0.72 1.29 -0.62 0.23
H 1.08 -1.34 -0.50 0.24
H -4.18 -0.47 -0.66 0.13
```

=====

(6)
Formula: C9H13AgO9P2S2
Source: the OMol25 dataset
Level of theory: the ωB97M-V functional and the def2-TZVPD basis

The calculation puts the LUMO energy at 4.36 eV. The energy above the lowest of the compared OMol25 structures with the same formula, charge and spin is 115.4 kJ/mol. The calculation puts the total energy at -72229.4599 eV. The calculation puts the maximum force at 1.51 eV/Å. As for the spin multiplicity: 1. Its total charge is -2. The HOMO-LUMO gap comes out at 6.51 eV.

```
36
Properties=species:S:1:pos:R:3:nbo_charge:R:1
Ag -0.56 -0.32 0.67 0.80
O 0.79 -2.38 0.36 -1.04
P 2.07 -1.36 0.59 2.52
O 3.30 -2.09 0.21 -1.17
O 1.72 -0.06 -0.08 -1.20
O 2.00 -1.19 2.19 -1.11
P 1.37 0.10 3.00 2.53
O 2.02 1.34 2.20 -1.04
O 1.87 0.04 4.39 -1.17
O -0.13 0.14 2.80 -1.23
H 1.15 -3.27 0.37 0.50
H 1.91 1.07 1.27 0.51
C -0.35 3.51 1.27 -0.75
S -0.22 2.61 -0.30 0.22
C 0.31 3.98 -1.40 -0.74
H -1.21 4.16 1.25 0.19
H 0.57 4.06 1.45 0.20
H -0.46 2.75 2.03 0.27
H 1.18 4.47 -0.97 0.20
H -0.51 4.68 -1.54 0.19
H 0.57 3.52 -2.34 0.22
O -8.70 -0.85 1.13 -0.70
C -8.16 0.04 0.24 0.76
O -8.91 0.81 -0.32 -0.63
C -6.72 -0.04 0.02 -0.25
C -5.85 -0.94 0.68 -0.18
C -4.51 -0.95 0.41 -0.26
C -3.95 -0.10 -0.56 -0.11
S -2.31 -0.24 -1.08 -0.40
C -4.81 0.82 -1.20 -0.27
C -6.15 0.84 -0.91 -0.15
H -8.00 -1.40 1.51 0.48
H -6.23 -1.65 1.40 0.17
H -3.84 -1.63 0.92 0.22
H -4.38 1.50 -1.92 0.22
H -6.81 1.53 -1.41 0.22
```

=====

(7)
Formula: C9H13Br3O4
Source: the OMol25 dataset
Level of theory: the ωB97M-V functional and the def2-TZVPD basis

The calculation puts the LUMO energy (spin up / spin down) at -3.94 / -9.39 eV. The calculation puts the total energy at -227850.8668 eV. The calculation puts the maximum force at 3.56 eV/Å. Its expectation value of S² is 0.756. As for the spin multiplicity: 2. Its total charge is +1. The HOMO-LUMO gap (spin up / spin down) comes out at 8.57 / 3.13 eV.

```
29
Properties=species:S:1:pos:R:3:nbo_charge:R:1
O 2.29 -27.11 -10.14 -0.65
C 2.10 -26.57 -9.07 0.80
O 3.05 -25.87 -8.58 -0.46
C 2.65 -25.31 -7.32 -0.08
C 1.13 -25.63 -7.20 -0.44
C 0.87 -26.67 -8.28 -0.54
H 2.90 -24.25 -7.35 0.21
H 3.19 -25.72 -6.48 0.19
H 0.50 -24.74 -7.27 0.23
H 0.94 -25.91 -6.16 0.23
H -0.12 -26.57 -8.72 0.28
H 0.89 -27.70 -7.91 0.24
O 5.11 -28.56 -8.12 -0.05
C 4.65 -29.24 -8.99 0.78
O 3.94 -30.35 -8.80 -0.37
C 3.55 -30.89 -10.07 -0.09
C 3.52 -29.69 -10.99 -0.43
C 4.76 -28.96 -10.47 -0.47
H 2.57 -31.33 -9.88 0.24
H 4.20 -31.68 -10.43 0.22
H 2.54 -29.23 -11.04 0.29
H 3.61 -29.92 -12.06 0.27
H 4.58 -27.90 -10.68 0.32
H 5.66 -29.43 -10.87 0.29
C -1.15 -22.32 -8.11 -0.43
Br -2.23 -23.28 -6.70 0.06
Br -1.16 -23.38 -9.79 0.07
Br 0.70 -21.89 -7.39 0.08
H -1.75 -21.44 -8.36 0.23
```

=====

(8)
Formula: C9H13BrN4O
Source: the OMol25 dataset
Level of theory: the ωB97M-V functional and the def2-TZVPD basis

The calculation puts the LUMO energy at -9.00 eV. The energy above the lowest of the compared OMol25 structures with the same formula, charge and spin is 0.0 kJ/mol. The calculation puts the total energy at -87572.7554 eV. The calculation puts the maximum force at 4.32 eV/Å. As for the spin multiplicity: 1. Its total charge is +2. The HOMO-LUMO gap comes out at 6.41 eV.

```
28
Properties=species:S:1:pos:R:3:nbo_charge:R:1
C 1.69 1.46 1.86 -0.24
C 1.22 0.45 1.12 -0.13
C 1.31 2.73 1.55 -0.11
C -0.09 2.01 -0.23 -0.01
C 0.48 0.75 -0.05 0.05
C 0.33 3.03 0.60 -0.09
C -1.06 -2.38 0.99 0.99
C -1.14 2.19 -1.30 -0.67
C 0.26 -1.78 -2.68 -0.43
N -0.60 -2.30 2.13 -0.46
N 0.34 -0.39 -0.85 -0.04
N -0.59 -1.00 2.90 -0.56
N 0.20 -0.40 -2.06 -0.13
O -1.38 -2.35 -0.10 -0.27
Br -0.11 4.88 0.29 0.16
H 2.35 1.39 2.78 0.27
H 1.47 -0.53 1.31 0.22
H 1.79 3.58 2.16 0.27
H -0.71 2.22 -2.29 0.23
H -1.84 1.40 -1.26 0.22
H -1.82 3.06 -1.15 0.28
H 0.07 -2.46 -1.90 0.22
H -0.39 -1.87 -3.49 0.25
H 1.31 -1.89 -3.17 0.26
H -0.32 -3.14 2.60 0.49
H -0.53 -1.22 3.89 0.42
H -1.38 -0.44 2.67 0.40
H 0.22 0.34 -2.66 0.40
```

=====

> Look up the maximum force of the first one.

1.09 eV/Å

=====

Repeat the first record exactly.
Formula: C9H12O4ReSe
Source: the OMol25 dataset
Level of theory: the ωB97M-V functional and the def2-TZVPD basis

The calculation puts the LUMO energy (spin up / spin down) at -9.10 / -11.06 eV. The energy above the lowest of the compared OMol25 structures with the same formula, charge and spin is 15.3 kJ/mol. The calculation puts the total energy at -85171.0985 eV. The calculation puts the maximum force at 1.09 eV/Å. Its expectation value of S² is 3.770. As for the spin multiplicity: 4. Its total charge is +2. The HOMO-LUMO gap (spin up / spin down) comes out at 9.69 / 8.43 eV.

```
27
Properties=species:S:1:pos:R:3:nbo_charge:R:1
Re -0.27 0.40 1.30 1.75
C 1.74 -0.08 4.08 -0.66
C 1.49 0.71 2.83 0.08
C 0.68 1.87 2.82 -0.26
C 0.54 2.67 1.66 0.09
C -0.26 3.94 1.70 -0.67
C 1.11 2.22 0.47 -0.27
C 1.93 1.07 0.41 0.14
C 2.60 0.64 -0.85 -0.67
C 2.02 0.28 1.58 -0.32
H 1.55 -1.14 3.93 0.27
H 1.13 0.28 4.91 0.26
H 2.79 0.03 4.34 0.29
H 0.21 2.18 3.74 0.29
H -0.99 3.97 0.89 0.28
H 0.43 4.77 1.53 0.29
H -0.76 4.09 2.65 0.27
H 0.98 2.80 -0.44 0.30
H 2.13 -0.27 -1.24 0.28
H 3.64 0.39 -0.64 0.29
H 2.55 1.41 -1.61 0.27
H 2.59 -0.64 1.56 0.30
O -3.67 -1.38 0.01 -0.71
Se -2.36 -0.65 0.48 2.60
O -1.34 -1.17 1.82 -0.81
O -0.92 -0.43 -0.45 -0.85
O -2.23 0.95 1.07 -0.85
```

=====

What did the eighth record say?
Formula: C9H13BrN4O
Source: the OMol25 dataset
Level of theory: the ωB97M-V functional and the def2-TZVPD basis

The calculation puts the LUMO energy at -9.00 eV. The energy above the lowest of the compared OMol25 structures with the same formula, charge and spin is 0.0 kJ/mol. The calculation puts the total energy at -87572.7554 eV. The calculation puts the maximum force at 4.32 eV/Å. As for the spin multiplicity: 1. Its total charge is +2. The HOMO-LUMO gap comes out at 6.41 eV.

```
28
Properties=species:S:1:pos:R:3:nbo_charge:R:1
C 1.69 1.46 1.86 -0.24
C 1.22 0.45 1.12 -0.13
C 1.31 2.73 1.55 -0.11
C -0.09 2.01 -0.23 -0.01
C 0.48 0.75 -0.05 0.05
C 0.33 3.03 0.60 -0.09
C -1.06 -2.38 0.99 0.99
C -1.14 2.19 -1.30 -0.67
C 0.26 -1.78 -2.68 -0.43
N -0.60 -2.30 2.13 -0.46
N 0.34 -0.39 -0.85 -0.04
N -0.59 -1.00 2.90 -0.56
N 0.20 -0.40 -2.06 -0.13
O -1.38 -2.35 -0.10 -0.27
Br -0.11 4.88 0.29 0.16
H 2.35 1.39 2.78 0.27
H 1.47 -0.53 1.31 0.22
H 1.79 3.58 2.16 0.27
H -0.71 2.22 -2.29 0.23
H -1.84 1.40 -1.26 0.22
H -1.82 3.06 -1.15 0.28
H 0.07 -2.46 -1.90 0.22
H -0.39 -1.87 -3.49 0.25
H 1.31 -1.89 -3.17 0.26
H -0.32 -3.14 2.60 0.49
H -0.53 -1.22 3.89 0.42
H -1.38 -0.44 2.67 0.40
H 0.22 0.34 -2.66 0.40
```